(1)
{
  "formula": "C3H12O4",
  "method": "ωB97M-V with the def2-TZVPD basis set",
  "species": ["O", "O", "O", "O", "C", "C", "C", "H", "H", "H", "H", "H", "H", "H", "H", "H", "H", "H", "H"],
  "positions_angstrom": [[-0.767, 2.148, -1.292], [-0.483, -0.300, -0.143], [-2.131, 1.387, 1.530], [-3.320, -1.734, 1.978], [3.042, -0.952, -1.105], [1.795, -0.201, -0.828], [0.796, -0.877, -0.239], [-3.139, -0.785, 2.100], [3.482, -1.415, -0.221], [-0.393, 2.525, -2.097], [-2.479, -2.101, 2.266], [2.815, -1.822, -1.706], [1.724, 0.881, -0.786], [-0.745, 1.200, -1.501], [3.823, -0.350, -1.536], [-2.595, 2.115, 1.972], [0.942, -1.825, 0.269], [-1.906, 1.820, 0.689], [-0.461, 0.287, 0.651]],
  "forces_ev_per_a": [[0.113, -0.169, -0.577], [0.851, 0.087, 1.409], [-0.148, 0.806, -0.195], [0.317, 0.611, 0.314], [0.659, -0.382, 0.385], [-0.836, -0.946, 1.740], [-0.088, 1.501, -0.532], [-0.302, -0.176, -0.335], [0.013, 0.252, 0.414], [-0.116, 0.379, 0.166], [0.016, -0.367, -0.064], [0.109, 0.049, -0.660], [-0.087, 0.014, -1.007], [-0.089, -0.041, 0.536], [0.189, 0.116, -0.434], [0.125, -0.398, 0.210], [-0.330, -0.389, -0.582], [0.031, -0.341, -0.117], [-0.429, -0.606, -0.670]],
  "nbo_charge": [-0.97, -0.74, -0.97, -0.94, -0.65, -0.26, 0.12, 0.48, 0.22, 0.47, 0.46, 0.22, 0.22, 0.50, 0.22, 0.48, 0.17, 0.49, 0.50],
  "relative_energy_kcal_mol": 32.2,
  "smiles": "C/C=C/O.O.O.O",
  "gap_ev": 9.80,
  "largest_force_ev_per_a": 2.15,
  "total_energy_ha": -422.410193
}

(2)
{
  "formula": "C25H65N7O7P2",
  "method": "ωB97M-V with the def2-TZVPD basis set",
  "species": ["P", "P", "O", "O", "O", "O", "O", "O", "O", "N", "N", "N", "N", "N", "N", "N", "C", "C", "C", "C", "C", "C", "C", "C", "C", "C", "C", "C", "C", "C", "C", "C", "C", "C", "C", "C", "C", "C", "C", "C", "C", "H", "H", "H", "H", "H", "H", "H", "H", "H", "H", "H", "H", "H", "H", "H", "H", "H", "H", "H", "H", "H", "H", "H", "H", "H", "H", "H", "H", "H", "H", "H", "H", "H", "H", "H", "H", "H", "H", "H", "H", "H", "H", "H", "H", "H", "H", "H", "H", "H", "H", "H", "H", "H", "H", "H", "H", "H", "H", "H", "H", "H", "H", "H", "H", "H"],
  "positions_angstrom": [[0.091, -1.486, 0.690], [1.262, 1.159, 7.009], [2.336, -2.741, -4.895], [-0.157, -0.408, -0.324], [-1.419, -0.797, -4.752], [1.262, -0.021, 6.092], [-2.950, -2.400, -5.229], [2.698, 1.199, -3.454], [1.136, -1.110, -3.958], [2.587, 2.070, 6.412], [-0.037, -2.901, -0.261], [-1.395, 1.523, -4.070], [0.978, -2.196, 1.998], [1.695, 0.378, 8.486], [-1.314, -1.277, 1.672], [0.483, 2.463, 7.848], [-4.150, -1.861, -5.758], [-0.934, 0.181, -3.837], [0.802, -2.910, -1.460], [-4.107, -1.673, -7.293], [1.320, 1.129, -3.071], [-2.816, 1.687, -4.358], [2.558, 2.353, 4.980], [3.089, 2.463, -3.942], [-2.699, -1.789, -7.905], [-2.386, -1.666, -4.196], [-2.689, 2.807, -6.649], [-1.968, 0.021, 1.581], [1.448, -1.059, 8.540], [0.906, -1.514, 3.310], [-0.310, 3.296, 6.907], [-2.295, -2.331, 1.832], [-3.187, 1.584, -5.839], [-0.220, -4.250, 0.235], [2.843, 2.685, -5.446], [2.910, 0.713, 9.204], [3.260, 3.146, 7.114], [-0.429, 2.097, 8.953], [0.594, 0.189, -4.019], [2.421, -2.300, 1.659], [1.553, -1.596, -5.193], [2.235, 1.906, -5.903], [-2.755, 0.698, -6.304], [2.564, -2.877, 0.744], [2.990, 0.099, 10.103], [-3.074, 2.714, -4.071], [-2.503, -2.787, -8.290], [4.166, 2.526, -3.772], [2.182, -0.879, -5.737], [1.146, -0.451, 3.247], [0.323, 3.684, 6.107], [-3.440, 1.054, -3.728], [2.671, 4.072, 7.161], [-4.945, -2.581, -5.540], [2.884, 1.743, 9.562], [-4.748, -2.398, -7.792], [0.682, -1.912, -5.779], [2.317, 3.630, -5.601], [1.965, 3.248, 4.745], [-1.917, -1.450, -7.230], [-1.129, 2.734, 6.449], [3.544, 2.875, 8.124], [-0.950, 2.993, 9.295], [-0.491, -4.900, -0.600], [2.654, 3.286, -3.366], [-2.666, 3.687, -6.005], [3.571, 2.514, 4.605], [-4.442, -0.915, -5.298], [0.755, 0.582, -5.035], [2.138, 1.517, 4.425], [1.392, -1.380, 9.583], [-1.177, 1.358, 8.654], [1.823, -3.261, -1.256], [-2.580, 0.186, 2.472], [0.498, -1.310, 8.075], [2.234, -1.638, 8.041], [1.306, 0.664, -2.081], [3.769, 2.744, -6.016], [-1.694, 2.582, -7.033], [-2.740, -2.644, 0.878], [3.813, 0.553, 8.602], [-1.894, -2.376, -3.522], [2.733, -3.001, -5.729], [0.872, -1.920, -1.891], [-1.101, -0.134, -2.799], [-2.658, -1.129, -8.777], [2.955, -2.823, 2.451], [-1.236, 0.825, 1.542], [-3.371, 2.979, -7.478], [-2.613, 0.107, 0.697], [2.881, -1.318, 1.516], [1.610, -1.978, 4.001], [0.119, 1.713, 9.806], [-4.273, 1.492, -5.940], [0.371, -3.559, -2.225], [-4.484, -0.676, -7.526], [0.861, 2.114, -3.025], [-3.146, -1.135, -3.611], [-0.725, 4.157, 7.427], [-3.102, -1.992, 2.486], [-1.032, -4.328, 0.949], [-0.845, 1.965, -4.797], [-0.073, -1.620, 3.763], [-1.863, -3.197, 2.337], [4.193, 3.379, 6.594], [0.684, -4.670, 0.698]],
  "forces_ev_per_a": [[-4.861, -2.707, 0.165], [4.981, -0.532, 2.775], [-0.172, 0.279, 0.021], [2.808, 0.627, 0.760], [-0.528, 0.365, 0.191], [-2.700, 1.180, -0.780], [-0.230, 0.306, 0.378], [-0.336, 0.495, 0.063], [0.126, 0.384, 0.204], [-0.418, 0.041, -0.339], [0.400, 0.245, -0.128], [-0.370, -0.457, 0.198], [1.564, 2.192, -0.608], [-0.029, -0.134, 0.002], [-0.127, 0.118, -0.060], [-2.060, -0.956, -1.526], [-0.627, -0.521, -0.721], [1.210, -0.081, 0.143], [-0.085, 0.213, -0.207], [0.691, 0.088, 0.037], [0.591, -1.082, 0.305], [-0.042, 0.786, -0.250], [-0.002, -0.320, -0.266], [0.721, -0.028, -0.360], [-0.327, 0.521, -0.546], [0.391, -0.684, 0.021], [-0.341, -0.754, 0.452], [0.055, 0.122, -0.165], [-0.032, -0.114, -0.195], [-0.245, -0.076, 0.260], [0.440, 0.343, -0.194], [0.196, -0.289, 0.258], [0.041, 0.091, -0.342], [0.186, -0.193, 0.377], [-0.277, 0.371, -0.067], [-0.077, 0.383, 0.180], [-0.173, 0.338, 0.237], [0.084, -0.048, 0.332], [-0.265, 0.705, -0.817], [-0.021, -0.538, -0.318], [0.132, -0.910, 0.118], [0.004, -0.108, 0.154], [-0.077, -0.169, 0.235], [-0.106, 0.054, -0.034], [-0.073, -0.125, -0.083], [-0.100, -0.068, 0.164], [0.208, -0.105, 0.350], [-0.010, -0.073, 0.100], [-0.196, 0.277, 0.092], [0.055, 0.019, 0.082], [0.062, -0.102, 0.017], [0.272, -0.260, 0.024], [-0.007, -0.019, -0.016], [-0.024, 0.070, 0.164], [0.039, 0.008, -0.101], [-0.147, 0.048, 0.096], [-0.017, 0.263, -0.150], [-0.004, -0.015, -0.093], [0.102, 0.041, -0.007], [0.025, -0.237, 0.112], [-0.092, 0.053, 0.060], [-0.159, -0.017, 0.005], [0.003, 0.067, -0.209], [0.061, 0.110, -0.101], [-0.232, -0.167, 0.105], [0.070, 0.156, -0.177], [0.025, 0.025, 0.087], [0.350, 0.016, 0.237], [-0.027, -0.046, -0.040], [-0.043, -0.044, 0.115], [0.070, 0.120, 0.038], [-0.073, 0.029, 0.036], [-0.058, -0.111, -0.021], [-0.002, -0.142, 0.022], [0.048, 0.006, -0.075], [-0.043, -0.045, -0.012], [-0.195, 0.197, 0.085], [0.055, -0.086, 0.072], [0.065, 0.345, -0.092], [-0.024, -0.067, 0.039], [0.033, 0.045, 0.051], [0.098, 0.007, -0.059], [0.142, -0.217, -0.027], [0.005, 0.025, 0.068], [-0.496, 0.022, -0.057], [0.029, -0.056, -0.037], [-0.079, 0.018, 0.069], [0.003, -0.023, -0.090], [0.193, 0.164, -0.150], [0.007, 0.071, -0.001], [0.068, 0.002, 0.108], [0.148, -0.005, -0.175], [0.125, -0.135, -0.131], [-0.024, 0.102, 0.106], [-0.037, -0.043, 0.057], [-0.183, -0.056, 0.030], [-0.085, 0.009, -0.061], [-0.004, 0.215, -0.154], [0.021, -0.039, 0.088], [0.018, 0.149, -0.060], [0.100, 0.105, 0.075], [-0.025, -0.022, -0.076], [-0.103, 0.070, -0.186], [0.031, -0.023, -0.118], [-0.054, -0.074, -0.124], [0.000, 0.021, -0.014]],
  "mulliken_charge": [0.95, 0.59, -0.54, -0.80, -0.06, -0.64, -0.47, -0.42, -0.24, 0.08, 0.45, -0.05, 0.08, 0.22, 0.28, 0.04, -0.26, -0.98, -1.18, -0.54, -0.50, -1.22, -0.73, -0.26, -0.60, -0.41, -1.52, -1.09, -1.05, -1.46, -1.05, -1.11, 0.58, -0.81, -0.98, -1.14, -0.77, -0.99, 0.05, -1.05, -0.17, 0.29, -0.26, 0.28, 0.41, 0.53, 0.36, 0.38, 0.24, 0.37, 0.25, 0.39, 0.26, 0.46, 0.30, 0.41, 0.13, 0.27, 0.33, -0.20, 0.37, 0.18, 0.40, 0.34, 0.35, 0.30, 0.39, 0.07, 0.53, -0.06, 0.35, 0.33, 0.24, 0.36, 0.33, 0.31, -0.34, 0.33, 0.34, 0.26, 0.32, 0.12, 0.30, 0.16, 0.77, 0.30, 0.40, 0.31, 0.44, 0.30, 0.37, 0.49, 0.28, 0.46, 0.42, 0.24, 0.61, 0.39, 0.40, 0.40, 0.19, 0.32, 0.27, 0.30, 0.37, 0.26],
  "smiles": "CCCN[C@@H](OCOCCC)[C@@H](COCC)OCO.CN(C)P(=O)(N(C)C)N(C)C.CN(C)P(=O)(N(C)C)N(C)C",
  "gap_ev": 8.67,
  "largest_force_ev_per_a": 5.73,
  "total_energy_ha": -2584.127309
}

(3)
{
  "formula": "C21H25ClN4OS2",
  "method": "ωB97M-V with the def2-TZVPD basis set",
  "species": ["Cl", "S", "S", "O", "N", "N", "N", "N", "C", "C", "C", "C", "C", "C", "C", "C", "C", "C", "C", "C", "C", "C", "C", "C", "C", "C", "C", "C", "C", "H", "H", "H", "H", "H", "H", "H", "H", "H", "H", "H", "H", "H", "H", "H", "H", "H", "H", "H", "H", "H", "H", "H", "H", "H"],
  "positions_angstrom": [[-0.454, -2.407, 0.067], [0.463, 2.059, 0.141], [5.563, 1.529, -0.062], [-3.987, 2.972, 0.305], [4.430, -0.927, 0.010], [-1.852, 3.577, 0.144], [3.049, 0.987, 0.023], [0.211, 4.611, -0.002], [2.131, -1.702, 0.041], [3.965, -3.286, 0.034], [-5.011, -2.406, -0.523], [4.189, 0.402, -0.002], [3.499, -1.961, 0.029], [1.671, -4.068, 0.060], [4.422, 2.831, -0.050], [-0.489, 3.525, 0.093], [-5.316, -2.767, 0.928], [-4.198, 0.003, -0.909], [3.034, -4.312, 0.050], [-3.527, 0.189, 0.449], [1.236, -2.755, 0.056], [1.545, 4.375, -0.044], [-5.386, -0.959, -0.876], [5.434, -3.595, 0.022], [-2.370, 1.184, 0.377], [-2.835, 2.612, 0.271], [1.893, 3.049, 0.020], [2.477, 5.531, -0.155], [3.146, 2.351, -0.004], [5.913, -3.196, -0.873], [-3.950, -2.566, -0.722], [-4.263, 0.549, 1.169], [-4.549, 0.976, -1.258], [-5.852, -0.940, -1.864], [5.589, -4.670, 0.032], [-1.747, 1.099, 1.272], [-5.567, -3.091, -1.167], [1.895, 6.445, -0.222], [5.401, -1.200, -0.008], [-2.212, 4.526, 0.091], [-6.125, -0.589, -0.163], [3.101, 5.436, -1.042], [4.770, 3.840, -0.074], [-6.382, -2.675, 1.124], [-3.460, -0.367, -1.626], [5.930, -3.177, 0.899], [-3.132, -0.766, 0.797], [-5.019, -3.794, 1.132], [-1.740, 0.948, -0.485], [1.782, -0.684, 0.039], [3.382, -5.334, 0.054], [0.964, -4.882, 0.072], [3.125, 5.584, 0.719], [-4.786, -2.115, 1.616]],
  "forces_ev_per_a": [[-0.371, 0.079, 0.004], [0.041, 0.678, -0.044], [-0.622, -0.347, 0.017], [-0.254, -0.093, 0.035], [0.544, -0.504, 0.004], [-0.513, 0.620, -0.041], [-0.448, -0.572, 0.030], [-0.799, 0.575, 0.001], [-0.122, 0.067, -0.001], [0.019, 0.003, 0.002], [-0.222, 0.092, 0.122], [1.011, 1.016, -0.041], [-0.423, -0.392, 0.009], [-0.167, 0.081, 0.001], [-0.240, -0.202, 0.010], [0.884, -0.906, 0.031], [0.107, -0.090, -0.206], [-0.242, 0.003, 0.211], [-0.013, 0.175, -0.002], [0.103, 0.194, -0.290], [0.487, -0.251, -0.005], [0.536, -0.839, 0.022], [0.254, -0.061, -0.228], [-0.154, 0.064, 0.001], [-0.426, -0.314, 0.142], [0.308, 0.038, -0.015], [-0.721, 0.542, 0.000], [-0.033, -0.101, 0.009], [1.021, 0.417, -0.039], [0.124, 0.015, -0.054], [0.067, -0.056, -0.092], [-0.001, -0.071, 0.077], [0.070, 0.024, -0.060], [-0.078, 0.041, 0.037], [0.064, -0.028, -0.001], [0.066, 0.036, -0.045], [0.092, -0.025, -0.032], [0.036, 0.066, -0.008], [-0.171, 0.041, 0.003], [0.014, -0.186, 0.016], [-0.114, 0.045, 0.002], [0.108, 0.049, -0.061], [0.014, 0.285, -0.001], [-0.096, 0.015, 0.068], [0.049, 0.009, -0.068], [0.124, 0.016, 0.051], [-0.001, -0.036, 0.103], [0.000, -0.086, 0.118], [0.047, 0.000, 0.019], [-0.070, -0.096, -0.002], [0.064, -0.098, 0.000], [-0.090, -0.060, 0.002], [0.106, 0.062, 0.047], [0.032, 0.069, 0.139]],
  "nbo_charge": [0.00, 0.40, 0.33, -0.59, -0.58, -0.62, -0.53, -0.50, -0.23, -0.05, -0.40, 0.30, 0.15, -0.25, -0.45, 0.25, -0.60, -0.39, -0.17, -0.40, -0.04, 0.20, -0.39, -0.64, -0.52, 0.70, -0.28, -0.65, 0.11, 0.21, 0.19, 0.22, 0.22, 0.21, 0.23, 0.24, 0.20, 0.24, 0.41, 0.43, 0.20, 0.22, 0.24, 0.20, 0.19, 0.22, 0.20, 0.21, 0.24, 0.26, 0.21, 0.23, 0.22, 0.20],
  "smiles": "CCCCCCC(=O)Nc1nc(C)c(-c2csc(Nc3cc(Cl)ccc3C)n2)s1",
  "gap_ev": 7.90,
  "largest_force_ev_per_a": 1.43,
  "total_energy_ha": -2366.115600
}

(4)
{
  "formula": "C20H25Br2NO2",
  "method": "ωB97M-V with the def2-TZVPD basis set",
  "species": ["Br", "Br", "O", "O", "N", "C", "C", "C", "C", "C", "C", "C", "C", "C", "C", "C", "C", "C", "C", "C", "C", "C", "C", "C", "C", "H", "H", "H", "H", "H", "H", "H", "H", "H", "H", "H", "H", "H", "H", "H", "H", "H", "H", "H", "H", "H", "H", "H", "H", "H"],
  "positions_angstrom": [[-3.181, -2.727, 1.133], [-4.411, -0.518, -4.074], [-4.029, -2.630, -1.847], [-1.496, 3.817, 5.251], [1.516, 0.523, -0.498], [-3.032, 2.759, 3.642], [2.832, 3.987, 0.369], [2.474, 1.557, -0.162], [-3.017, 0.023, 0.407], [-2.503, 2.416, -0.081], [-3.015, 1.164, -0.474], [-1.136, 4.139, 2.940], [-2.388, 2.880, 1.265], [-1.918, 3.571, 3.979], [2.094, -3.175, -1.325], [1.814, 2.905, 0.052], [2.231, -0.726, -0.708], [-3.860, -0.269, -2.288], [-2.238, 3.309, 6.383], [-3.785, -1.497, -1.426], [1.330, -1.880, -1.101], [-3.241, 2.419, 2.316], [-1.418, 3.868, 1.624], [-3.498, 0.960, -1.818], [-3.352, -1.234, -0.018], [-2.780, 0.164, 1.462], [-0.893, 4.406, 0.824], [-4.113, 1.810, 2.054], [3.394, 3.747, 1.280], [3.161, 1.601, -1.024], [-2.229, 3.117, -0.874], [-0.321, 4.794, 3.231], [-1.681, 3.698, 7.229], [2.937, -0.504, -1.526], [2.820, -3.082, -2.141], [2.326, 4.947, 0.523], [-3.698, 2.378, 4.417], [1.262, 3.155, -0.860], [2.637, -3.486, -0.424], [1.398, -3.978, -1.590], [-2.242, 2.207, 6.410], [0.809, -1.599, -2.020], [2.830, -0.995, 0.185], [0.576, -2.022, -0.324], [0.790, 0.429, 0.209], [3.075, 1.279, 0.727], [-3.271, 3.692, 6.401], [1.081, 2.822, 0.861], [-3.629, 1.839, -2.458], [3.547, 4.112, -0.452]],
  "forces_ev_per_a": [[-0.115, 0.277, -0.229], [-0.021, 0.041, 0.278], [0.275, 1.692, 0.602], [-0.575, -0.101, -0.283], [-0.082, -0.153, -0.082], [0.670, 0.460, 0.397], [-0.040, 0.221, 0.114], [-0.071, -0.019, -0.084], [-0.650, -1.310, 0.390], [-1.366, -1.521, -1.010], [0.610, 1.546, 0.476], [-0.469, -0.033, 0.865], [0.106, 0.573, 1.740], [-0.039, -0.629, -0.244], [-0.039, -0.235, 0.018], [0.092, -0.138, -0.181], [0.069, 0.067, -0.109], [0.406, 0.607, 0.892], [0.133, 0.116, -0.608], [-0.026, -1.186, -0.486], [0.064, 0.211, -0.120], [0.345, 0.105, -0.822], [-0.447, -0.592, -0.613], [-0.160, -0.748, -0.990], [0.266, 1.250, -0.216], [0.318, -0.117, -0.427], [0.033, -0.423, 0.347], [0.388, 0.176, 0.122], [-0.079, 0.065, -0.165], [-0.019, 0.197, 0.341], [-0.177, -0.149, 0.119], [-0.131, 0.034, -0.102], [-0.153, -0.099, 0.115], [-0.022, -0.332, 0.215], [-0.082, 0.034, 0.116], [0.172, -0.053, 0.010], [0.207, 0.143, -0.259], [-0.023, 0.024, 0.091], [-0.071, 0.054, -0.128], [0.165, 0.061, 0.037], [0.026, 0.350, -0.124], [-0.112, -0.025, 0.069], [-0.015, -0.057, -0.177], [-0.094, -0.045, 0.011], [0.199, -0.015, 0.023], [-0.012, 0.144, -0.136], [0.351, -0.099, -0.079], [0.024, 0.013, 0.008], [0.269, -0.356, 0.137], [-0.098, -0.027, 0.136]],
  "nbo_charge": [0.09, 0.10, -0.53, -0.49, -0.62, -0.27, -0.60, -0.21, -0.19, -0.04, -0.12, -0.26, -0.15, 0.34, -0.60, -0.41, -0.20, -0.17, -0.26, 0.43, -0.40, -0.17, -0.15, -0.17, -0.17, 0.23, 0.22, 0.23, 0.20, 0.18, 0.22, 0.23, 0.21, 0.18, 0.20, 0.21, 0.22, 0.20, 0.20, 0.22, 0.19, 0.21, 0.15, 0.19, 0.35, 0.15, 0.19, 0.19, 0.23, 0.21],
  "relative_energy_kcal_mol": 0.0,
  "smiles": "COc1ccc(C=C2C=C(Br)C(=O)C(Br)=C2)cc1.CCCNCCC",
  "gap_ev": 6.51,
  "largest_force_ev_per_a": 2.28,
  "total_energy_ha": -6130.301184
}